DFT (ωB97M-V with the def2-TZVPD basis set) results for a cluster of 16 separate species, C75H190N14O16 in total in a non-equilibrium geometry.

Computed properties:
* energy relative to the best compared isomer or geometry (same formula, charge and spin): 1.018 eV
* molar mass: 1544.43 g mol⁻¹

Cartesian coordinates (Å):
C: -10.88862 -1.89355 -24.17987
C: -11.21080 -0.36381 -24.03985
C: -12.69408 -0.04518 -24.32456
O: -12.99111 -0.43699 -25.64717
C: -14.30924 -0.16740 -26.10328
N: -10.82844 -0.04929 -22.68792
H: -9.81958 -2.07763 -24.07329
H: -11.21897 -2.17421 -25.17997
H: -11.18496 -2.56980 -23.37801
H: -10.59893 0.18512 -24.75566
H: -12.87798 1.02364 -24.21553
H: -13.39560 -0.48707 -23.61696
H: -14.48654 -0.61471 -27.08133
H: -14.43485 0.90109 -26.27837
H: -15.08408 -0.57353 -25.45306
H: -11.36063 -0.68763 -22.11398
H: -11.27353 0.82196 -22.43711
C: -7.04992 -11.94306 -25.58657
C: -5.70925 -12.60871 -25.28845
C: -4.52070 -11.73502 -25.68508
O: -3.43336 -12.60621 -25.46736
C: -2.24965 -12.22582 -26.09704
N: -5.73995 -12.75251 -23.84754
H: -7.82169 -12.56317 -25.13057
H: -7.27137 -11.81158 -26.64571
H: -7.18611 -10.95833 -25.13951
H: -5.56647 -13.55535 -25.80959
H: -4.44870 -10.76917 -25.18503
H: -4.69345 -11.57799 -26.74978
H: -2.15732 -11.13975 -26.10303
H: -2.40903 -12.47318 -27.14656
H: -1.42379 -12.75191 -25.61820
H: -5.91165 -11.84887 -23.43035
H: -4.78672 -12.94399 -23.57407
C: -10.95445 -8.87662 -28.13341
C: -10.81873 -9.93197 -26.99438
C: -11.55342 -11.26844 -27.28969
O: -12.96825 -11.03471 -27.45305
C: -13.64949 -12.09198 -28.15332
N: -9.36609 -10.04960 -26.58864
H: -12.03139 -8.71155 -28.10082
H: -10.62857 -9.29312 -29.08653
H: -10.46574 -7.91824 -27.95800
H: -11.32642 -9.45275 -26.15730
H: -11.30718 -11.97693 -26.49879
H: -11.19809 -11.67265 -28.23755
H: -13.45943 -13.00051 -27.58186
H: -13.25519 -12.15495 -29.16755
H: -14.73260 -11.98531 -28.21321
H: -8.99771 -9.11114 -26.64937
H: -8.87267 -10.57151 -27.29875
C: -4.91884 -7.59188 -22.13391
C: -4.32645 -9.00613 -22.40054
C: -2.84689 -9.01049 -22.68688
O: -2.43146 -8.04614 -23.68388
C: -1.23584 -8.49269 -24.43289
N: -4.81206 -9.81810 -21.30054
H: -4.77506 -6.87030 -22.93812
H: -4.36186 -7.11687 -21.32629
H: -5.93401 -7.57741 -21.73729
H: -4.85303 -9.33715 -23.29567
H: -2.51033 -10.02393 -22.90544
H: -2.41700 -8.67755 -21.74219
H: -1.34842 -9.46247 -24.91760
H: -0.42794 -8.70301 -23.73206
H: -0.85474 -7.80004 -25.18330
H: -4.61576 -9.33714 -20.43437
H: -4.28817 -10.65924 -21.10529
C: -5.58799 -2.76113 -23.10409
C: -6.00164 -3.03143 -21.68361
C: -6.00986 -4.48513 -21.27393
O: -6.49000 -4.49471 -19.93080
C: -6.56398 -5.82700 -19.24178
N: -5.12815 -2.18735 -20.83802
H: -6.42485 -2.92400 -23.78324
H: -4.76700 -3.39972 -23.43008
H: -5.22509 -1.73417 -23.14608
H: -7.04607 -2.72363 -21.73398
H: -4.98541 -4.84475 -21.37025
H: -6.67915 -5.02758 -21.94168
H: -6.69751 -5.62275 -18.17944
H: -5.66455 -6.41294 -19.43099
H: -7.45577 -6.33233 -19.61254
H: -5.00948 -1.31721 -21.33688
H: -4.25748 -2.69606 -20.89512
C: -7.92867 -6.89978 -32.79240
C: -7.49819 -6.75609 -31.30799
C: -6.78108 -5.41901 -31.12536
O: -5.73449 -5.36992 -31.96627
C: -4.44113 -5.49842 -31.29486
N: -8.75840 -6.82574 -30.52917
H: -8.31095 -7.89796 -33.00591
H: -7.06141 -6.75597 -33.43683
H: -8.68658 -6.20787 -33.15972
H: -6.96477 -7.64068 -30.96004
H: -6.47016 -5.22091 -30.09960
H: -7.40063 -4.55889 -31.37924
H: -3.57575 -5.42557 -31.95358
H: -4.37232 -6.43868 -30.74780
H: -4.38760 -4.68649 -30.56959
H: -9.24509 -7.64616 -30.86105
H: -9.36168 -6.11249 -30.91312
C: -11.45661 -7.93870 -18.27658
C: -11.30301 -7.76966 -19.83945
C: -9.96756 -8.27948 -20.44088
O: -10.08730 -8.42399 -21.85354
C: -9.88770 -7.22986 -22.60228
N: -12.42269 -8.42956 -20.41871
H: -12.42033 -7.69372 -17.83010
H: -10.72319 -7.23230 -17.88775
H: -11.24237 -8.92827 -17.87291
H: -11.46035 -6.71366 -20.05900
H: -9.86680 -9.33332 -20.18131
H: -9.07737 -7.72676 -20.14062
H: -9.95902 -7.51473 -23.65198
H: -8.98177 -6.66884 -22.37281
H: -10.74569 -6.60688 -22.34963
H: -12.51513 -9.42580 -20.28059
H: -12.16179 -8.28948 -21.38432
C: -6.37435 -12.03990 -29.45802
C: -7.78052 -12.05024 -30.00099
C: -8.02453 -13.33423 -30.77718
O: -9.18576 -13.14975 -31.59918
C: -9.62733 -14.33100 -32.25937
N: -8.70667 -11.93370 -28.88718
H: -6.13241 -12.84314 -28.76206
H: -6.03916 -11.10099 -29.01734
H: -5.68400 -12.22424 -30.28115
H: -7.94439 -11.20001 -30.66307
H: -8.18279 -14.18658 -30.11645
H: -7.24511 -13.58113 -31.49804
H: -9.03107 -14.60212 -33.13061
H: -10.57235 -14.17389 -32.77933
H: -9.69816 -15.18868 -31.59044
H: -8.80938 -12.78502 -28.35352
H: -9.62400 -11.79250 -29.28552
C: -2.42110 -1.11762 -26.16689
C: -1.34637 -0.22168 -26.72850
C: -0.83144 0.81041 -25.75076
O: 0.09972 1.72934 -26.28651
C: 0.64815 2.63485 -25.33768
N: -0.27956 -1.06053 -27.32352
H: -2.22287 -1.76520 -25.31282
H: -2.80810 -1.83371 -26.89184
H: -3.28766 -0.50121 -25.92771
H: -1.80404 0.33986 -27.54295
H: -0.29307 0.19333 -25.03140
H: -1.59296 1.34868 -25.18644
H: 1.36701 2.11920 -24.70093
H: -0.11108 3.14704 -24.74665
H: 1.06605 3.42591 -25.96032
H: -0.20766 -1.91110 -26.78364
H: 0.59236 -0.63727 -27.03944
C: -12.22204 -3.83547 -32.17502
C: -11.95167 -4.46722 -30.85838
C: -12.36106 -5.95650 -30.80176
O: -13.71887 -6.00933 -31.11504
C: -14.18531 -7.33867 -31.02100
N: -10.50406 -4.36243 -30.61516
H: -11.91040 -2.79118 -32.15429
H: -13.30898 -3.87150 -32.24829
H: -11.83655 -4.35997 -33.04932
H: -12.43768 -3.88023 -30.07905
H: -12.27796 -6.29110 -29.76772
H: -11.71716 -6.46229 -31.52125
H: -15.16022 -7.38596 -31.50619
H: -14.14704 -7.73872 -30.00779
H: -13.62619 -7.97189 -31.70985
H: -10.23535 -4.51476 -29.65355
H: -10.29176 -3.37783 -30.68988
C: -5.05929 -1.38749 -29.11859
C: -4.98801 -0.25448 -30.17917
C: -3.56785 -0.18535 -30.86856
O: -3.60389 0.51920 -32.05736
C: -2.32101 0.72262 -32.74757
N: -5.94751 -0.60088 -31.18735
H: -4.91784 -2.34600 -29.61795
H: -6.11020 -1.43226 -28.83282
H: -4.47951 -1.22327 -28.21030
H: -5.11344 0.76049 -29.80205
H: -3.23424 -1.16145 -31.22073
H: -2.96348 0.36629 -30.14847
H: -2.52419 1.27215 -33.66672
H: -2.01106 -0.23268 -33.17117
H: -1.62433 1.22738 -32.07828
H: -5.46946 -0.19763 -31.98042
H: -5.99633 -1.54586 -31.54052
C: -5.71048 -8.16436 -28.08076
C: -5.97092 -7.09301 -27.00801
C: -4.66022 -6.20493 -27.07858
C: -4.77839 -4.91348 -26.41981
C: -5.97384 -4.07130 -26.89432
C: -7.32115 -4.90391 -26.71306
N: -7.15224 -6.29925 -27.30987
O: -8.27081 -6.97432 -27.75007
C: -7.79523 -4.94369 -25.28285
C: -8.30879 -4.17090 -27.58953
C: -6.09702 -7.80567 -25.62400
H: -5.61563 -7.69839 -29.06157
H: -6.53951 -8.86609 -28.17229
H: -4.74591 -8.60139 -27.82246
H: -3.88465 -6.66811 -26.46862
H: -4.26708 -5.95011 -28.06276
H: -3.91671 -4.30480 -26.69389
H: -4.78060 -4.93935 -25.33012
H: -5.85455 -3.81928 -27.94806
H: -6.10537 -3.16304 -26.30623
H: -8.62558 -5.62654 -25.10304
H: -7.02313 -5.22341 -24.56612
H: -8.18122 -3.94971 -25.05677
H: -8.01132 -4.22687 -28.63666
H: -9.29428 -4.62954 -27.50847
H: -8.40988 -3.11208 -27.35125
H: -5.90571 -7.05915 -24.85315
H: -5.43352 -8.63926 -25.39381
H: -7.10625 -8.14280 -25.38757
H: -8.32278 -6.92608 -28.70744
C: -12.00435 -4.83914 -26.94805
C: -13.14580 -5.51989 -26.11124
C: -12.44975 -6.59354 -25.26855
C: -13.34288 -7.17375 -24.16414
C: -13.87027 -6.06410 -23.28827
C: -14.59475 -4.87316 -24.09041
N: -13.72129 -4.50479 -25.25747
O: -14.06629 -3.34401 -25.97557
C: -16.06248 -5.36385 -24.36143
C: -14.59731 -3.73265 -23.08038
C: -14.16918 -6.11035 -27.11673
H: -11.30491 -5.58355 -27.32847
H: -11.41530 -4.18287 -26.30740
H: -12.41564 -4.24278 -27.76247
H: -12.15151 -7.48652 -25.81786
H: -11.60711 -6.05052 -24.84055
H: -12.64361 -7.77858 -23.58682
H: -14.11582 -7.82987 -24.56434
H: -13.06561 -5.68218 -22.65998
H: -14.55825 -6.61543 -22.64732
H: -16.71036 -5.24682 -23.49272
H: -16.58038 -4.90097 -25.20144
H: -16.05340 -6.43131 -24.58177
H: -15.20018 -3.75917 -22.17266
H: -13.58525 -3.38474 -22.87351
H: -15.09632 -2.95326 -23.65627
H: -14.83886 -5.41977 -27.62931
H: -14.85569 -6.76600 -26.58108
H: -13.54304 -6.77132 -27.71603
H: -13.30961 -2.78473 -25.78521
C: -1.68644 -10.43847 -29.80688
C: -1.59157 -9.00888 -30.39837
C: -1.87723 -7.99686 -29.27162
C: -0.77172 -7.82484 -28.32463
C: 0.57863 -7.55955 -29.05389
C: 0.86956 -8.54060 -30.26607
N: -0.35981 -8.79574 -31.07702
O: -0.18837 -9.55722 -32.17899
C: 1.80907 -7.80083 -31.21716
C: 1.58099 -9.86904 -29.75532
C: -2.80781 -8.79309 -31.36935
H: -2.70939 -10.76658 -29.62242
H: -1.09079 -10.55700 -28.90176
H: -1.34560 -11.27652 -30.41483
H: -1.96319 -7.05076 -29.80605
H: -2.81955 -8.15790 -28.74799
H: -0.77712 -8.75274 -27.75272
H: -1.04600 -7.09092 -27.56684
H: 1.34530 -7.76329 -28.30635
H: 0.58325 -6.51511 -29.36569
H: 2.87683 -7.74385 -31.00567
H: 1.86584 -8.21947 -32.22196
H: 1.37996 -6.80578 -31.33477
H: 1.07055 -10.43562 -28.97652
H: 1.63320 -10.63285 -30.53118
H: 2.59919 -9.72176 -29.39523
H: -2.79582 -7.76701 -31.73693
H: -3.76664 -9.14383 -30.98761
H: -2.74187 -9.37172 -32.29073
H: 0.00820 -8.93175 -32.88024
C: -7.30606 -0.23306 -25.21845
C: -7.73435 0.87877 -24.24615
O: -7.67548 0.30317 -22.93913
H: -7.86533 -1.14996 -25.03244
H: -6.23894 -0.44984 -25.16983
H: -7.60949 0.10306 -26.20994
H: -8.78103 1.15542 -24.37272
H: -7.13517 1.77889 -24.38347
H: -8.55217 0.18744 -22.56546
C: -11.86513 -0.90038 -28.86470
C: -10.68130 -1.60055 -28.25205
O: -9.82193 -1.92800 -29.30115
H: -12.25573 -1.46692 -29.71001
H: -11.49626 0.03819 -29.27836
H: -12.61851 -0.78432 -28.08557
H: -11.03652 -2.50933 -27.76621
H: -10.37529 -1.06294 -27.35460
H: -9.38899 -1.11113 -29.55979

=====

DFT (ωB97M-V with the def2-TZVPD basis set) results for a structure of composition C75H76BrNPSb2ScSi2 in a non-equilibrium geometry.

Computed properties:
* energy relative to the best compared isomer or geometry (same formula, charge and spin): 5.191 eV
* molar mass: 1446.97 g mol⁻¹

Cartesian coordinates (Å):
Sc: -0.00943 0.05742 -0.89229
C: 5.74597 -0.62228 1.20021
C: 5.85937 -0.21448 -0.26669
C: 6.99057 0.74912 -0.40999
C: 7.01487 1.71952 -1.32319
C: 5.91267 1.91262 -2.23689
C: 4.79487 1.19522 -2.11899
C: 4.55307 0.19522 -1.04169
P: 2.81767 0.53572 -0.44619
C: 2.75937 -1.11838 0.30371
C: 2.02217 -1.44168 1.36681
C: 1.69067 -2.78058 1.92161
C: 1.88747 -4.04708 1.05661
C: 2.94037 -4.08898 -0.03119
C: 2.55907 -3.17698 -1.21219
C: 3.15227 -3.69198 -2.51359
C: 2.77887 1.84282 0.82121
C: 3.82397 2.18682 1.66411
C: 3.66357 3.20312 2.59171
C: 2.45627 3.88032 2.66291
C: 1.43207 3.57892 1.78451
C: 1.56857 2.57362 0.82111
C: 0.54687 2.30882 -0.21539
H: 6.10817 0.16712 1.85891
H: 6.36457 -1.50298 1.37371
H: 4.71757 -0.84368 1.46651
H: 7.81777 0.61952 0.27341
H: 7.85327 2.39742 -1.39309
H: 6.01557 2.65982 -3.01139
H: 3.95377 1.37122 -2.78289
H: 1.50957 -0.63438 1.89371
H: 2.07077 -2.87018 2.94691
H: 1.99627 -4.90878 1.72141
H: 3.16727 -5.12308 -0.30029
H: 2.78257 -4.68338 -2.74509
H: 4.23677 -3.75648 -2.42979
H: 2.89477 -3.05638 -3.35869
H: 4.76427 1.66782 1.59141
H: 4.47077 3.46402 3.25991
H: 2.33067 4.67612 3.38431
H: 0.51877 4.16382 1.81081
H: 1.02327 2.61542 -1.16699
H: -0.26853 3.03292 -0.06249
C: -3.25733 4.17572 2.27631
C: -3.40403 3.33512 3.53311
C: -2.08763 2.89822 4.14391
Sb: -0.89383 1.44182 3.03431
C: -2.11273 -0.22118 3.69671
C: -2.92603 -0.86068 2.77491
C: -3.70983 -1.93668 3.15471
C: -3.69233 -2.37478 4.46741
C: -2.87783 -1.74568 5.39171
C: -2.09043 -0.67538 5.00511
C: 0.57527 1.28222 4.64591
C: 1.85867 0.85472 4.34161
C: 2.82547 0.72302 5.32181
C: 2.51537 1.00422 6.64111
C: 1.23777 1.42862 6.95981
C: 0.28557 1.58492 5.96881
Sb: -3.01293 2.89972 0.53381
C: -2.66783 4.49962 -0.90359
C: -3.43793 4.59992 -2.05309
C: -3.12983 5.52592 -3.03399
C: -2.03183 6.35522 -2.88709
C: -1.24653 6.25392 -1.75239
C: -1.56563 5.33152 -0.77049
C: -5.13013 2.81152 0.11621
C: -5.75473 1.58022 -0.00069
C: -7.09353 1.50182 -0.34479
C: -7.81203 2.65802 -0.59239
C: -7.19693 3.89262 -0.46719
C: -5.86483 3.96652 -0.10379
H: -2.40493 4.84782 2.36961
H: -4.15353 4.77502 2.11671
H: -4.02833 2.45682 3.33011
H: -3.93973 3.92512 4.28821
H: -2.29743 2.44202 5.11091
H: -1.44463 3.76502 4.30521
H: -2.95363 -0.51298 1.74711
H: -4.33083 -2.43408 2.42461
H: -4.31413 -3.20298 4.77221
H: -2.85063 -2.08558 6.41741
H: -1.44443 -0.19938 5.73011
H: 2.12057 0.62272 3.31971
H: 3.82007 0.39482 5.05441
H: 3.25967 0.89592 7.41621
H: 0.97427 1.63682 7.98731
H: -0.69323 1.95022 6.24841
H: -4.29243 3.95342 -2.18479
H: -3.75173 5.59712 -3.91449
H: -1.79393 7.08112 -3.65069
H: -0.38363 6.89252 -1.63019
H: -0.94093 5.26842 0.11171
H: -5.19343 0.67022 0.17091
H: -7.57423 0.53772 -0.43059
H: -8.84903 2.59902 -0.88779
H: -7.75383 4.79812 -0.66299
H: -5.38423 4.93362 -0.01299
C: -1.83613 -1.06058 -4.33359
Si: -3.04623 -0.35258 -3.01159
C: -4.63563 -1.41298 -3.24079
C: -3.54223 1.43502 -3.48479
C: -2.27443 -0.31878 -1.29139
H: -1.81263 -0.45208 -5.23189
H: -2.13693 -2.05678 -4.63569
H: -0.81903 -1.13238 -3.95139
H: -4.80673 -1.63608 -4.29149
H: -5.51823 -0.90358 -2.86539
H: -4.56163 -2.36178 -2.71729
H: -3.66013 1.56172 -4.55669
H: -2.81493 2.16392 -3.13999
H: -4.48823 1.68972 -3.01489
H: -2.45533 -1.30748 -0.83699
H: -2.89593 0.37362 -0.70419
Br: 0.26567 2.01342 -7.72009
C: 0.40297 1.59942 -5.87809
C: -0.29903 2.34022 -4.93869
C: -0.15313 2.00262 -3.60459
N: 0.59507 0.98612 -3.17989
C: 1.27127 0.29872 -4.09859
C: 1.22407 0.56662 -5.45419
H: -0.94473 3.15082 -5.23019
H: -0.66413 2.57972 -2.84299
H: 1.88047 -0.51328 -3.72449
H: 1.79167 -0.01848 -6.15919
C: 6.32757 -2.81908 -0.80059
C: 5.92487 -1.45418 -1.23479
C: 4.42247 -1.26968 -1.52579
C: 3.50007 -2.07208 -0.59169
C: 4.14167 -3.18498 0.27611
C: 5.48467 -3.63138 -0.17349
Si: 0.58067 -2.83968 -1.14409
C: -0.29403 -4.16848 -2.28279
C: 0.20527 -5.43108 -2.59559
C: -0.55273 -6.37368 -3.26829
C: -1.84783 -6.07358 -3.65169
C: -2.37103 -4.82838 -3.34799
C: -1.60563 -3.90128 -2.66359
C: 0.42327 -3.88888 0.57001
C: 0.16197 -2.99148 1.79961
C: -0.41043 -3.68768 2.98861
C: -0.94403 -4.90438 2.90551
C: -0.98403 -5.61448 1.64231
C: -0.36013 -5.15268 0.55601
H: 7.31557 -3.16128 -1.08269
H: 6.50987 -1.16028 -2.10949
H: 4.15047 -1.39218 -2.57479
H: 4.20677 -2.93688 1.33991
H: 5.75947 -4.64838 0.07661
H: 1.19927 -5.70428 -2.27949
H: -0.12363 -7.33948 -3.50039
H: -2.44823 -6.80638 -4.16979
H: -3.37483 -4.57838 -3.66319
H: -2.03813 -2.94778 -2.40429
H: -0.40573 -2.05808 1.63091
H: -0.37253 -3.14188 3.92231
H: -1.35153 -5.39868 3.77751
H: -1.50533 -6.56228 1.61641
H: -0.38273 -5.72408 -0.35929